The following is a DFT calculation (the ωB97M-V functional and the def2-TZVPD basis) of 9 unconnected molecules or ions with the total composition C30H79NO10 at a distorted geometry.

Atoms and positions in Å:
C: -3.004 7.703 -8.169
O: -2.376 7.032 -7.024
C: -1.661 5.849 -7.370
C: -1.245 5.054 -6.131
N: -0.273 5.793 -5.365
C: -0.031 5.215 -4.030
C: 1.028 5.915 -3.148
O: 0.756 7.326 -3.171
C: 1.583 8.140 -2.364
H: -3.708 7.015 -8.637
H: -2.236 7.935 -8.907
H: -3.556 8.610 -7.919
H: -0.773 6.062 -7.964
H: -2.337 5.280 -8.008
H: -0.706 4.137 -6.371
H: -2.177 4.716 -5.676
H: -0.611 6.735 -5.233
H: -0.004 4.130 -3.920
H: -0.974 5.310 -3.491
H: 2.016 5.685 -3.546
H: 1.013 5.559 -2.118
H: 2.611 8.344 -2.663
H: 1.642 7.671 -1.382
H: 1.063 9.080 -2.179
C: 2.369 4.383 5.246
C: 2.394 4.106 6.741
C: 2.033 2.734 7.229
O: 3.729 4.256 7.177
H: 2.560 5.442 5.073
H: 1.364 4.247 4.846
H: 3.138 3.809 4.729
H: 1.800 4.908 7.179
H: 1.057 2.371 6.905
H: 1.997 2.725 8.318
H: 2.735 1.988 6.857
H: 4.328 3.764 6.611
C: 0.609 -9.681 4.018
C: 0.502 -8.154 4.171
C: 1.734 -7.450 4.928
O: 0.474 -7.640 2.878
H: -0.388 -10.121 4.003
H: 1.039 -10.110 4.923
H: 1.190 -10.047 3.171
H: -0.381 -7.872 4.746
H: 1.641 -6.366 4.998
H: 2.665 -7.728 4.434
H: 1.813 -7.896 5.920
H: 0.455 -6.695 3.045
C: 4.962 -6.454 -1.490
C: 6.117 -5.365 -1.565
C: 6.642 -4.894 -0.193
O: 7.113 -5.992 -2.367
H: 4.268 -6.127 -0.717
H: 5.179 -7.491 -1.234
H: 4.433 -6.577 -2.435
H: 5.660 -4.493 -2.032
H: 7.129 -5.735 0.299
H: 5.964 -4.515 0.572
H: 7.343 -4.063 -0.273
H: 7.828 -5.353 -2.413
C: -5.490 -1.053 6.216
C: -4.006 -1.130 6.658
C: -3.757 -1.231 8.157
O: -3.559 -2.331 6.092
H: -5.702 -1.139 5.150
H: -6.020 -0.213 6.666
H: -5.973 -1.901 6.699
H: -3.460 -0.306 6.200
H: -2.724 -1.194 8.504
H: -4.317 -2.003 8.684
H: -4.105 -0.358 8.710
H: -3.448 -2.124 5.161
C: 1.043 -1.210 0.820
C: -0.207 -0.908 1.627
C: -0.890 0.435 1.259
O: -1.147 -1.934 1.403
H: 1.614 -0.286 0.724
H: 0.878 -1.501 -0.217
H: 1.629 -2.033 1.230
H: 0.078 -0.969 2.677
H: -1.243 0.386 0.229
H: -0.239 1.309 1.246
H: -1.736 0.626 1.918
H: -1.375 -1.918 0.471
C: 6.836 2.137 -2.692
C: 7.728 2.822 -3.709
C: 8.764 3.786 -3.143
O: 8.459 1.825 -4.417
H: 6.354 2.944 -2.140
H: 7.231 1.365 -2.032
H: 5.988 1.569 -3.074
H: 7.080 3.260 -4.468
H: 9.584 3.309 -2.608
H: 8.271 4.562 -2.557
H: 9.272 4.301 -3.958
H: 8.679 2.085 -5.314
C: -7.288 2.278 -0.681
C: -7.369 0.761 -0.815
C: -8.658 0.075 -0.358
O: -7.332 0.524 -2.220
H: -7.227 2.526 0.379
H: -8.191 2.726 -1.096
H: -6.411 2.701 -1.171
H: -6.571 0.221 -0.304
H: -8.770 -0.969 -0.652
H: -9.562 0.561 -0.724
H: -8.728 0.098 0.729
H: -8.077 0.984 -2.613
C: -2.543 -5.296 -3.261
C: -3.777 -4.416 -3.332
C: -4.920 -4.730 -2.396
O: -3.443 -3.076 -3.228
H: -2.755 -6.357 -3.396
H: -2.008 -5.256 -2.312
H: -1.885 -5.080 -4.102
H: -4.156 -4.553 -4.345
H: -5.178 -5.787 -2.452
H: -5.781 -4.118 -2.668
H: -4.741 -4.446 -1.359
H: -4.249 -2.561 -3.313

Properties
highest occupied orbital energy	-0.3199	Eh
HOMO-LUMO gap	8.86	eV
SMILES	COCCNCCOC.CC(C)O.CC(C)O.CC(C)O.CC(C)O.CC(C)O.CC(C)O.CC(C)O.CC(C)O
electronic energy	-1997.366506	Ha
ΔE to the lowest compared entry with this formula, charge and spin	101.1	kcal/mol
molecular weight	614.0	g/mol

Mulliken population analysis, charges in e, atoms 1 to 8: C -0.6974; O -0.3166; C -0.6024; C -0.7284; N -0.3494; C -0.9003; C -0.5104; O -0.2776

---

The following is a DFT calculation (the ωB97M-V functional and the def2-TZVPD basis) of 2 unconnected molecules or ions with the total composition C6H5NO2 at a distorted geometry.

Atoms and positions in Å:
C: -0.884 0.149 0.863
C: -0.615 -0.769 -0.159
C: -0.031 1.206 1.056
C: 1.330 0.552 -0.787
C: -0.940 2.042 -2.268
C: 0.491 -0.639 -0.985
N: 0.995 1.426 0.154
O: -1.615 2.317 -1.380
O: -0.234 1.926 -3.175
H: -1.800 -0.085 1.498
H: -1.301 -1.691 -0.081
H: -0.266 1.870 1.858
H: 2.206 0.574 -1.424
H: 0.949 -1.252 -1.767

Properties
highest occupied orbital energy (spin up / spin down)	-0.1975 / -0.3412	Eh
HOMO-LUMO gap (spin up / spin down)	6.12 / 6.02	eV
electronic energy	-436.711535	Ha
ΔE to the lowest compared entry with this formula, charge and spin	1.5	kcal/mol
2S+1	3
molecular weight	123.1	g/mol

Mulliken population analysis, charges in e, atoms 1 to 8: C 0.1085; C -0.3534; C -0.5734; C -0.0943; C 0.7709; C -0.2611; N -0.4561; O -0.3440